# C24H50BrCeClP2Si2

A molecular structure, C24H50BrCeClP2Si2 (ωB97M-V/def2-TZVPD, OMol25).

Positions of all 81 atoms, in Å:
1 Ce 0.00 0.00 0.00
2 C -1.04 -2.41 -0.14
3 C -1.41 -1.69 -1.29
4 C -0.19 -1.39 -1.98
5 Si -3.19 -1.29 -1.67
6 C 0.89 -1.90 -1.22
7 C 0.36 -2.53 -0.05
8 Si 1.18 -3.35 1.41
9 H -1.72 -2.72 0.63
10 H -0.10 -0.92 -2.95
11 H 1.93 -1.88 -1.52
12 Cl 3.02 4.81 -1.06
13 C -0.07 -4.43 2.30
14 C 2.63 -4.43 0.88
15 C -4.30 -2.42 -0.67
16 C -3.59 -1.51 -3.49
17 H 2.26 -5.38 0.50
18 H 3.29 -4.64 1.72
19 H 3.23 -3.98 0.09
20 H -0.87 -3.82 2.74
21 H 0.40 -4.98 3.11
22 H -0.53 -5.15 1.63
23 H -3.71 -2.56 -3.72
24 H -2.81 -1.12 -4.15
25 H -4.52 -1.00 -3.75
26 H -4.08 -3.47 -0.85
27 H -5.35 -2.26 -0.92
28 H -4.19 -2.24 0.40
29 C 1.72 -1.99 2.61
30 C -3.51 0.49 -1.08
31 P 2.14 -0.47 1.69
32 H 2.50 -2.31 3.31
33 H 0.84 -1.74 3.20
34 P -1.98 1.48 -1.23
35 H -3.71 0.42 -0.01
36 H -4.38 0.94 -1.55
37 C -2.38 3.20 -0.57
38 C -1.82 1.72 -3.09
39 C 3.77 -0.92 0.86
40 C 2.61 0.84 2.95
41 C 1.46 1.82 3.17
42 H 3.44 1.38 2.49
43 C 3.08 0.28 4.29
44 H 2.25 -0.18 4.83
45 H 3.46 1.08 4.91
46 H 3.86 -0.47 4.19
47 H 1.07 2.19 2.23
48 H 1.81 2.67 3.75
49 H 0.64 1.36 3.70
50 H 3.48 -1.79 0.27
51 C 4.89 -1.34 1.80
52 C 4.23 0.16 -0.10
53 H 4.57 -2.09 2.53
54 H 5.29 -0.49 2.34
55 H 5.71 -1.77 1.22
56 H 3.56 0.26 -0.95
57 H 5.23 -0.09 -0.48
58 H 4.31 1.13 0.38
59 H -1.76 0.69 -3.44
60 C -0.51 2.40 -3.45
61 C -3.00 2.38 -3.77
62 H -3.95 1.93 -3.50
63 H -2.90 2.29 -4.85
64 H -3.05 3.45 -3.54
65 H 0.34 1.79 -3.21
66 H -0.40 3.36 -2.94
67 H -0.49 2.61 -4.53
68 C -1.83 3.37 0.84
69 C -3.86 3.55 -0.61
70 H -1.84 3.87 -1.24
71 H -4.42 2.97 0.12
72 H -4.31 3.39 -1.58
73 H -3.99 4.60 -0.35
74 H -2.39 2.78 1.56
75 H -1.90 4.42 1.13
76 H -0.79 3.07 0.91
77 C 1.27 1.89 -0.52
78 H 1.80 1.61 -1.44
79 H 0.73 2.80 -0.76
80 H 2.05 2.17 0.19
81 Br -1.67 -0.08 2.31

Values from the calculation:
LUMO energy (spin up / spin down) = -1.32 / -1.32 eV
HOMO level (spin up / spin down) = -0.227 / -0.227 Eh
Kohn-Sham gap (spin up / spin down) = 4.86 / 4.86 eV
total energy = -5715.553840 hartree
F_max = 4.60 eV/Å

Results of the Mulliken charge analysis, in e, for atoms 1 through 4: -1.613, -0.523, 0.497, -0.395